Version A
Below is one molecule with the formula C2H4O3, with properties calculated with wB97M-V/def2-TZVPD.

Each line ends with the Mulliken charge.
Element x y z (Å)
O  1.68806  0.38389  -0.01683  -0.516
O  -0.56327  1.74445  0.08525  -0.490
O  -1.90961  -0.05030  -0.11657  -0.488
C  0.43719  -0.36969  0.11253  -0.411
C  -0.65292  0.53378  0.00405  0.716
H  0.45465  -1.28539  -0.52571  0.320
H  1.99442  0.72252  -0.83551  0.295
H  0.53049  -0.69169  1.18539  0.246
H  -1.97900  -0.98757  0.10739  0.328

SMILES string: O=C(O)CO
Kohn-Sham gap: 11.301 eV
Spin multiplicity: 1
Highest occupied orbital energy: -10.861 eV
Total charge: 0

---

Version B
Below is one molecule with the formula C2H4O3, with properties calculated with wB97M-V/def2-TZVPD.

Each line ends with the Mulliken charge.
Element x y z (Å)
O  1.39276  0.84711  -0.07816  -0.522
O  -0.02615  -0.13866  -1.65072  -0.646
O  -1.64489  -0.80977  -0.32950  -0.460
C  0.40799  0.31489  0.51506  -0.435
C  -0.55626  -0.27415  -0.53396  0.756
H  0.59248  -0.63211  1.14751  0.229
H  -2.00117  -0.66293  0.67609  0.382
H  1.70859  0.19831  -0.94368  0.385
H  0.12666  1.15730  1.19735  0.310

SMILES string: O=C(O)CO
Kohn-Sham gap: 10.135 eV
Spin multiplicity: 1
Highest occupied orbital energy: -10.007 eV
Total charge: 0

---

Version C
Below is a 2-piece molecular cluster, C2H4O3 overall, with properties calculated with wB97M-V/def2-TZVPD.

Each line ends with the Mulliken charge.
Element x y z (Å)
O  -0.64980  -0.13683  1.29930  -0.378
O  -0.73799  -1.73543  -0.26274  -0.480
O  1.09161  1.59368  -0.32905  -0.465
C  0.92364  1.55405  -1.51754  -0.023
C  -0.61827  -1.39035  0.87917  0.221
H  0.18476  2.17953  -2.04345  0.244
H  -0.59791  -2.17100  1.64377  0.346
H  -0.42053  0.46473  0.57533  0.301
H  1.54433  0.87992  -2.12914  0.233

SMILES string: O=CO.C=O
Kohn-Sham gap: 11.018 eV
Spin multiplicity: 1
Highest occupied orbital energy: -10.660 eV
Total charge: 0

---

Version D
Below is a 3-piece molecular cluster, C2H4O3 overall, with properties calculated with wB97M-V/def2-TZVPD.

Each line ends with the Mulliken charge.
Element x y z (Å)
O  -2.51053  0.14978  0.85143  -0.178
O  -2.66445  -0.51421  -0.82144  -0.531
O  1.42520  -0.59624  -0.14390  -0.349
C  2.40840  -0.12409  -0.62152  -0.072
C  -1.50244  -0.03422  1.40977  0.084
H  -3.34013  -1.23252  -0.64088  0.285
H  3.51172  -0.64166  -0.59998  0.195
H  2.31351  0.80213  -1.30044  0.219
H  -0.57791  -0.53895  1.32853  0.347

Kohn-Sham gap (alpha / beta): 8.700 / 10.090 eV
Spin multiplicity: 1
Highest occupied orbital energy (alpha / beta): -8.251 / -9.703 eV
Total charge: 0

---

Least stable structure among those shown: version D.